Record 1
{"formula": "C6H12N2", "method": "ωB97M-V/def2-TZVPD", "species": ["C", "C", "N", "N", "C", "C", "C", "C", "H", "H", "H", "H", "H", "H", "H", "H", "H", "H", "H", "H"], "xyz": [[0.10, -0.21, -0.24], [0.41, 0.02, -1.70], [-0.44, 0.72, 0.58], [-0.95, 1.80, 0.07], [1.76, 0.93, 0.73], [-1.83, -1.03, -0.32], [2.46, 0.19, 1.57], [-2.06, -2.04, 0.49], [0.48, -1.08, 0.26], [-0.75, 2.12, -0.87], [-1.41, 2.42, 0.72], [2.06, 1.93, 0.42], [-2.55, -0.68, -1.06], [1.08, 0.87, -1.84], [0.90, -0.86, -2.11], [-0.50, 0.20, -2.27], [2.12, -0.80, 1.88], [3.41, 0.51, 2.01], [-1.34, -2.33, 1.25], [-2.95, -2.68, 0.43]], "lowdin_charge": [-0.3685, -0.0789, -0.0497, 0.0716, -0.0836, -0.0969, -0.0889, -0.1063, 0.0979, 0.1112, 0.1176, 0.0463, 0.0414, 0.0711, 0.0858, 0.0698, 0.0425, 0.0434, 0.0377, 0.0364], "homo_lumo_gap_ev": [7.48, 7.24], "charge": 0, "relative_energy_kj_mol": 778.5, "e_homo_ev": [-6.81, -6.64], "largest_force_ev_per_a": 4.493, "e_tot_ev": -9388.7814}

***

Record 2
{"formula": "C6H12N2", "method": "ωB97M-V/def2-TZVPD", "species": ["C", "C", "C", "N", "C", "N", "H", "H", "H", "H", "H", "H", "C", "C", "H", "H", "H", "H", "H", "H"], "xyz": [[1.65, 1.95, -1.89], [1.34, 1.78, -0.43], [0.09, 1.88, 0.17], [0.32, 1.67, 1.52], [1.65, 1.43, 1.66], [2.30, 1.68, 0.54], [2.72, 1.89, -2.03], [1.17, 2.89, -2.15], [1.32, 1.08, -2.46], [-0.85, 2.28, -0.16], [-0.28, 1.21, 2.17], [2.24, 1.33, 2.56], [-1.48, -2.81, -0.60], [-1.88, -2.40, 0.78], [-2.33, -3.19, -1.20], [-1.05, -2.07, -1.27], [-0.90, -3.73, -0.67], [-2.81, -1.82, 0.70], [-2.18, -3.16, 1.50], [-1.04, -1.88, 1.24]], "lowdin_charge": [-0.0482, -0.3601, -0.0736, 0.0274, -0.2070, 0.0828, 0.0705, 0.0777, 0.0736, 0.1077, 0.1366, 0.1132, -0.1961, -0.1820, 0.0664, 0.0617, 0.0619, 0.0646, 0.0647, 0.0579], "homo_lumo_gap_ev": 9.35, "charge": 0, "relative_energy_kj_mol": 85.6, "e_homo_ev": -8.50, "largest_force_ev_per_a": 3.051, "e_tot_ev": -9395.9626}

***

Record 3
{"formula": "C6H12N2", "method": "ωB97M-V/def2-TZVPD", "species": ["C", "C", "C", "N", "N", "C", "C", "C", "H", "H", "H", "H", "H", "H", "H", "H", "H", "H", "H", "H"], "xyz": [[-2.14, 0.17, 1.32], [-1.42, 0.09, 0.21], [-1.92, 0.47, -1.14], [0.05, -0.61, 0.28], [0.32, -1.29, 1.46], [0.97, 0.21, -0.26], [0.99, 1.45, -0.71], [2.41, -0.73, -0.45], [-1.74, -0.09, 2.29], [-3.20, 0.37, 1.28], [-1.87, 1.54, -1.31], [-1.32, -0.01, -1.92], [-2.96, 0.16, -1.26], [0.66, -2.23, 1.26], [0.95, -0.81, 2.09], [0.20, 2.15, -0.49], [1.88, 1.85, -1.17], [2.99, -0.27, -1.25], [2.19, -1.76, -0.71], [2.97, -0.68, 0.48]], "lowdin_charge": [0.0328, -0.2712, -0.0785, -0.1469, 0.0473, -0.3565, 0.0247, -0.0173, 0.0442, 0.0610, 0.0723, 0.0791, 0.0799, 0.0904, 0.0966, 0.0498, 0.0528, 0.0450, 0.0490, 0.0455], "homo_lumo_gap_ev": 9.15, "charge": 0, "relative_energy_kj_mol": 313.4, "e_homo_ev": -8.14, "largest_force_ev_per_a": 6.303, "e_tot_ev": -9393.6014}

***

Record 4
{"formula": "C6H12N2", "method": "ωB97M-V/def2-TZVPD", "species": ["H", "N", "C", "C", "C", "N", "C", "C", "C", "H", "H", "H", "H", "H", "H", "H", "H", "H", "H", "H"], "xyz": [[-0.44, -2.16, 2.02], [-0.93, -1.37, 1.60], [-0.35, -0.79, 0.65], [0.17, -1.37, -0.58], [1.05, -0.66, -1.32], [-0.28, -2.63, -0.92], [-0.42, 0.93, 0.63], [0.83, 1.51, 1.28], [-0.83, 1.68, -0.63], [1.25, -0.96, -2.34], [1.67, 0.11, -0.92], [-1.20, -2.91, -0.59], [0.09, -3.05, -1.76], [-1.24, 1.02, 1.35], [1.08, 0.96, 2.19], [0.66, 2.56, 1.54], [1.69, 1.48, 0.61], [-1.70, 1.22, -1.09], [-0.02, 1.73, -1.36], [-1.08, 2.71, -0.37]], "lowdin_charge": [0.0708, 0.1297, -0.2691, -0.3843, 0.0496, 0.1025, -0.3408, -0.0886, -0.0972, 0.0604, 0.0442, 0.0890, 0.0929, 0.1082, 0.0768, 0.0793, 0.0611, 0.0785, 0.0608, 0.0763], "homo_lumo_gap_ev": 8.82, "charge": 0, "relative_energy_kj_mol": 196.0, "e_homo_ev": -8.30, "largest_force_ev_per_a": 3.528, "e_tot_ev": -9394.8185}

***

Record 5
{"formula": "C6H12N2", "method": "ωB97M-V/def2-TZVPD", "species": ["C", "C", "C", "C", "C", "C", "N", "N", "H", "H", "H", "H", "H", "H", "H", "H", "H", "H", "H", "H"], "xyz": [[-0.40, 0.53, -1.36], [0.91, 0.72, -0.94], [-1.37, -0.04, -0.46], [-2.39, -1.03, -0.99], [2.63, -0.42, 0.34], [-0.19, 0.84, 1.85], [1.29, 0.16, 0.16], [0.38, -0.22, 1.05], [-0.60, 0.41, -2.51], [1.54, 1.04, -1.69], [-1.86, 0.37, 0.31], [-2.07, -1.10, -2.06], [-3.45, -0.85, -0.97], [-2.16, -1.88, -0.36], [3.36, -0.08, -0.55], [3.02, -0.21, 1.27], [2.50, -1.62, 0.35], [-1.15, 0.68, 2.32], [0.45, 0.91, 2.83], [-0.42, 1.77, 1.40]], "lowdin_charge": [-0.0887, -0.1289, -0.1584, -0.0859, -0.0226, -0.1770, -0.2672, -0.0548, 0.1347, 0.0871, 0.0385, 0.0705, 0.0641, 0.0767, 0.1288, 0.0328, 0.1330, 0.0581, 0.1039, 0.0553], "homo_lumo_gap_ev": [8.92, 8.92], "charge": 0, "relative_energy_kj_mol": 537.3, "e_homo_ev": [-7.91, -7.91], "largest_force_ev_per_a": 4.465, "e_tot_ev": -9391.2813}

***

Record 6
{"formula": "C6H12N2", "method": "ωB97M-V/def2-TZVPD", "species": ["C", "C", "N", "C", "C", "C", "C", "N", "H", "H", "H", "H", "H", "H", "H", "H", "H", "H", "H", "H"], "xyz": [[-1.13, 2.03, -0.59], [-0.34, 0.99, 0.17], [0.58, 1.53, 1.07], [-0.71, -0.33, 0.18], [-2.06, -0.86, -0.20], [0.34, -1.31, 0.39], [1.52, -1.07, -0.24], [2.69, -1.77, -0.07], [-1.60, 1.61, -1.48], [-0.45, 2.82, -0.94], [-1.90, 2.49, 0.03], [1.14, 2.29, 0.70], [1.13, 0.83, 1.56], [-2.75, -0.76, 0.65], [-2.03, -1.92, -0.48], [-2.50, -0.34, -1.06], [0.17, -2.18, 1.02], [1.59, -0.38, -1.08], [3.53, -1.32, -0.41], [2.75, -2.34, 0.77]], "lowdin_charge": [-0.0479, -0.3726, 0.0779, -0.3002, -0.0607, -0.1185, -0.2286, 0.0393, 0.0692, 0.0728, 0.0822, 0.0815, 0.0857, 0.0789, 0.0725, 0.0639, 0.1041, 0.1262, 0.0851, 0.0894], "homo_lumo_gap_ev": 7.60, "charge": 0, "relative_energy_kj_mol": 127.3, "e_homo_ev": -6.60, "largest_force_ev_per_a": 2.018, "e_tot_ev": -9395.5308}

***

Record 7
{"formula": "C6H12N2", "method": "ωB97M-V/def2-TZVPD", "species": ["C", "C", "C", "C", "N", "C", "C", "N", "H", "H", "H", "H", "H", "H", "H", "H", "H", "H", "H", "H"], "xyz": [[0.05, -1.67, -1.24], [1.18, -1.78, -0.14], [0.60, -1.02, 1.10], [0.43, 0.51, 1.14], [-0.51, 1.00, 0.09], [-0.30, 1.83, -1.00], [-1.22, 2.74, -0.61], [-1.49, 2.03, 0.67], [-0.26, -2.79, -1.37], [-0.69, -1.03, -0.96], [0.45, -1.40, -2.15], [2.06, -1.28, -0.32], [1.44, -2.70, 0.29], [-0.43, -1.54, 1.29], [1.07, -1.45, 2.03], [1.51, 0.90, 1.00], [-0.17, 0.78, 2.13], [0.26, 1.50, -1.88], [-1.54, 3.71, -0.85], [-2.44, 1.67, 0.78]], "lowdin_charge": [-0.0799, -0.2165, -0.2592, -0.1674, -0.1582, -0.1289, -0.0961, 0.0236, 0.1092, 0.0071, 0.0314, 0.0622, 0.0743, 0.1304, 0.1080, 0.1341, 0.1482, 0.1079, 0.0664, 0.1032], "homo_lumo_gap_ev": 9.23, "charge": 0, "relative_energy_kj_mol": 454.2, "e_homo_ev": -8.07, "largest_force_ev_per_a": 5.958, "e_tot_ev": -9392.1422}

***

Record 8
{"formula": "C6H12N2", "method": "ωB97M-V/def2-TZVPD", "species": ["C", "C", "C", "C", "C", "C", "H", "H", "H", "H", "H", "H", "H", "H", "H", "H", "H", "H", "N", "N"], "xyz": [[-0.07, -0.96, 2.15], [1.53, -1.96, 0.60], [-0.59, 0.45, -0.82], [-2.04, -0.13, -0.77], [-0.25, 1.79, -1.45], [0.75, 2.59, -0.99], [-0.17, -1.87, 2.82], [0.71, -0.26, 2.52], [-0.84, -0.21, 2.04], [2.53, -1.05, 0.73], [1.80, -2.72, 1.46], [1.56, -2.59, -0.47], [-2.46, 0.33, -1.82], [-2.64, 0.31, 0.08], [-1.99, -1.25, -0.84], [-1.16, 2.18, -2.11], [1.47, 2.17, -0.26], [0.81, 3.48, -1.38], [0.18, -1.28, 0.77], [0.46, -0.04, -0.07]], "lowdin_charge": [-0.1404, -0.1709, -0.2977, -0.0617, -0.1306, 0.0331, 0.1080, 0.0717, 0.0563, 0.1393, 0.0700, 0.1058, 0.1071, 0.0852, 0.0780, 0.1295, 0.0724, -0.0078, -0.3000, 0.0525], "homo_lumo_gap_ev": 8.76, "charge": 0, "relative_energy_kj_mol": 513.2, "e_homo_ev": -8.42, "largest_force_ev_per_a": 5.949, "e_tot_ev": -9391.5311}

***

Record 9
{"formula": "C6H12N2", "method": "ωB97M-V/def2-TZVPD", "species": ["C", "C", "H", "H", "H", "H", "H", "H", "C", "C", "C", "C", "N", "N", "H", "H", "H", "H", "H", "H"], "xyz": [[-2.34, 1.83, 0.72], [-1.09, 1.91, -0.16], [-3.12, 1.16, 0.33], [-2.23, 1.42, 1.73], [-2.73, 2.84, 0.85], [-1.42, 2.09, -1.18], [-0.48, 1.01, 0.00], [-0.40, 2.61, 0.29], [2.30, -1.09, 1.24], [0.93, -0.87, -2.00], [1.44, -0.97, 0.06], [0.18, -1.59, -0.07], [1.90, -0.57, -1.11], [-0.09, -1.55, -1.40], [0.95, -0.57, -3.03], [-0.96, -1.95, -1.78], [-0.29, -2.18, 0.70], [1.84, -0.58, 2.10], [3.34, -0.82, 1.15], [2.25, -2.14, 1.56]], "lowdin_charge": [-0.1687, -0.1501, 0.0632, 0.0622, 0.0709, 0.0713, 0.0215, 0.0730, 0.0175, -0.0093, -0.2981, 0.0794, 0.1789, 0.1424, 0.1556, 0.1926, 0.1630, 0.1148, 0.1038, 0.1162], "homo_lumo_gap_ev": [10.78, 7.01], "multiplicity": 2, "charge": 1, "relative_energy_kj_mol": 53.9, "e_homo_ev": [-14.82, -14.89], "largest_force_ev_per_a": 2.217, "e_tot_ev": -9388.1263}

***

Record 10
{"formula": "C6H12N2O", "method": "ωB97M-V/def2-TZVPD", "species": ["C", "C", "C", "C", "C", "N", "C", "O", "N", "H", "H", "H", "H", "H", "H", "H", "H", "H", "H", "H", "H"], "xyz": [[-1.03, 0.02, 0.71], [-0.11, 1.36, -1.76], [-1.03, 1.25, 1.58], [1.26, -0.26, -0.61], [1.53, -1.12, 0.43], [-2.24, -0.41, 0.19], [1.87, -2.36, 0.71], [2.16, -0.12, -1.65], [0.09, 0.38, -0.71], [2.92, -0.66, -1.44], [-0.49, -0.83, 1.16], [-2.47, -1.35, 0.46], [-2.90, 0.32, -0.05], [-0.77, 0.94, -2.53], [-0.55, 2.28, -1.37], [0.81, 1.68, -2.23], [-0.01, 1.63, 1.54], [-1.71, 2.02, 1.21], [-1.27, 1.03, 2.62], [2.26, -2.62, 1.69], [1.68, -3.20, 0.05]], "lowdin_charge": [-0.2821, -0.0854, -0.0542, -0.4261, -0.1262, 0.0700, -0.0669, 0.0545, -0.0451, 0.1093, 0.1128, 0.0998, 0.0949, 0.0776, 0.0750, 0.0803, 0.0819, 0.0736, 0.0815, 0.0306, 0.0442], "homo_lumo_gap_ev": 7.48, "charge": 0, "relative_energy_kj_mol": 386.9, "e_homo_ev": -6.65, "largest_force_ev_per_a": 2.228, "e_tot_ev": -11440.6612}